# 1
ORCA calculation (wB97M-V/def2-TZVPD) on a cluster of 14 separate species, C7H37NO13 in total at a distorted geometry.

The geometry in XYZ format:
```
58
Properties=species:S:1:pos:R:3
C 2.29067 -2.15980 3.17191
C 1.58814 -1.19007 2.31249
C 0.53368 -0.49673 2.78012
N -0.06210 0.18030 1.70169
C 0.61763 -0.21121 0.57195
C 1.61686 -1.11785 0.83019
C 2.49295 -1.77484 -0.19075
C -0.00525 0.40476 -0.63611
H 2.02980 -3.20436 3.02801
H 2.25838 -1.98745 4.28815
H 3.40487 -2.13607 3.21514
H 0.00038 -0.28275 3.76044
H -0.89624 0.76439 1.62113
H 2.04763 -1.81342 -1.16430
H 3.47495 -1.32585 -0.12888
H 2.71351 -2.85461 0.13117
H -1.06337 0.20796 -0.63441
H 0.39302 -0.16343 -1.52812
H 0.10035 1.49094 -0.80937
H -4.60782 0.60920 -0.11181
H -5.43934 -0.04597 0.93831
O -4.83906 0.69851 0.89757
H 1.37188 2.05799 2.44875
H 2.19764 3.43794 2.49910
O 1.64633 2.80998 2.98440
H -0.89860 4.00532 -1.22429
H -1.29787 3.02371 0.09820
O -1.13851 3.14600 -0.88428
H 2.04742 -1.02747 -4.97121
H 2.90832 -1.28225 -3.72439
O 2.23403 -0.65733 -4.10457
H -0.29488 -2.45515 -2.55044
H -0.09808 -1.63331 -3.83477
O 0.38658 -2.18446 -3.16026
H 4.10807 1.57853 -3.02868
H 2.77018 0.88137 -3.34890
O 3.20798 1.75124 -3.29822
H 1.09504 1.48542 4.92328
H -0.10404 2.34843 4.05457
O 0.21158 1.62264 4.57873
H -3.69532 -1.56983 -0.84011
H -3.07871 -1.57443 0.46951
O -3.34754 -0.95150 -0.20095
H -1.95768 -0.67381 -4.20955
H -1.87027 -0.11628 -2.88288
O -1.44920 -0.00222 -3.74804
H -2.85299 1.01747 1.61148
H -2.51628 1.65012 0.37052
O -2.46708 1.86586 1.31239
H 3.34684 0.80336 0.07348
H 3.50949 1.15558 -1.18459
O 4.12186 0.79600 -0.52612
H -2.06654 -3.94684 1.46829
H -1.06603 -4.50000 0.47470
O -1.75330 -4.79423 1.09462
H -3.37258 1.97423 -2.70252
H -3.75802 0.37935 -2.71154
O -3.40926 1.13324 -2.25411
```

**Kohn-Sham gap**: 6.9 eV
**E_HOMO**: -0.279 Ha
**Spin multiplicity**: 1

# 2
ORCA calculation (wB97M-V/def2-TZVPD) on a cluster of 14 separate species, C7H39NO13 in total at a distorted geometry.

The geometry in XYZ format:
```
60
Properties=species:S:1:pos:R:3
C -1.99421 -3.33128 -1.85495
C -1.82742 -1.99451 -2.53465
C -0.57274 -1.31501 -2.08046
C 0.38593 -0.60477 -2.70749
C -0.23104 -1.69660 1.73131
C -0.25154 -1.95965 0.25711
C -0.70610 -1.07914 -0.60940
N -1.01104 -4.31782 -2.39872
H -2.07322 -3.15363 -0.77950
H -2.90664 -3.76282 -2.30771
H -2.72053 -1.28051 -2.17681
H -2.16816 -2.01481 -3.72782
H 0.30872 -0.55527 -3.77655
H 1.05538 -0.08254 -2.22738
H -0.98974 -1.09030 2.09434
H 0.82736 -1.34169 1.97247
H -0.41693 -2.79938 2.31620
H 0.09972 -3.02635 0.05225
H -0.91536 -0.05333 -0.29607
H -0.01324 -3.92335 -2.09033
H -1.25145 -4.17908 -3.39943
H 0.01010 0.18862 2.84561
H -1.37045 1.00327 2.46830
O -0.44243 1.04496 2.91274
H 1.78653 -2.20318 -0.84856
H 1.75744 -2.37766 -2.48456
O 1.77029 -2.85210 -1.50260
H 2.89723 3.70040 0.04509
H 2.52417 4.60242 1.30266
O 2.42430 4.42789 0.36352
H -2.83186 3.76415 1.03305
H -4.20471 3.27021 1.27251
O -3.38754 3.41497 1.68494
H 3.17416 -1.91856 0.52847
H 2.47816 -3.13477 1.21517
O 2.95168 -2.30367 1.31447
H 0.43448 3.34437 4.18092
H 1.79933 3.11683 4.60941
O 1.30170 3.61130 3.99252
H -0.22423 5.30399 2.18798
H -0.34315 5.41746 0.80001
O -0.86898 5.10297 1.55902
H 0.12246 1.15503 1.08280
H 1.02527 2.36927 1.39268
O 0.49063 1.93263 0.71240
H 2.37145 -0.38610 -4.65838
H 2.73638 -0.20785 -3.04574
O 3.07511 -0.58970 -3.96856
H 2.00487 1.67428 -0.43032
H 3.05097 2.44094 -1.23947
O 2.63983 1.56897 -1.19198
H -1.83191 3.78818 -1.26783
H -0.87899 3.08672 -0.21889
O -1.72495 2.97359 -0.66712
H -3.49223 0.44881 1.68589
H -3.02628 1.86580 2.08792
O -2.95545 0.91922 2.26947
H 1.19406 -5.39818 0.29521
H 0.16123 -5.65674 1.23169
O 0.77357 -4.94690 0.99313
```

**Kohn-Sham gap**: 9.1 eV
**E_HOMO**: -0.331 Ha
**Spin multiplicity**: 1

# 3
ORCA calculation (wB97M-V/def2-TZVPD) on a structure of composition C7H3FI2NO4ReSe4.

The geometry in XYZ format:
```
23
Properties=species:S:1:pos:R:3
Re 0.76702 -1.23219 1.78387
Se -1.05055 -0.32123 3.12576
Se -0.39571 -0.85729 5.32050
Se -0.12523 -3.12408 5.04521
Se 1.38183 -3.02516 3.21599
O -1.80608 1.76612 -4.09420
C -1.21580 2.42465 -3.22540
O -0.90706 3.62514 -3.15800
C -0.76323 1.58583 -1.99249
C -0.00679 2.16166 -0.98116
C 0.41335 1.40030 0.09257
N 0.10230 0.10291 0.18902
C -0.64928 -0.45643 -0.77053
C -1.09459 0.24033 -1.87173
C -0.93899 -1.90632 -0.51883
O -1.54948 -2.62296 -1.26583
O -0.42351 -2.30380 0.63490
H 0.23882 3.21163 -1.06285
H 1.01121 1.80566 0.89587
H -1.68430 -0.24043 -2.63970
I 2.68816 -2.27344 -0.03328
I 4.05747 -0.14932 -0.82316
F 1.95047 0.18840 2.13348
```

**Total charge**: -1
**Kohn-Sham gap (alpha / beta)**: 5.2 / 5.4 eV
**E_HOMO (alpha / beta)**: -0.204 / -0.211 Ha
**Spin multiplicity**: 2

# 4
ORCA calculation (wB97M-V/def2-TZVPD) on the ion C7H3INO3 with charge -1.

The geometry in XYZ format:
```
15
Properties=species:S:1:pos:R:3
N 3.79705 0.51130 0.94371
C 2.99565 0.82099 0.17297
O 2.12662 1.18907 -0.69570
C 0.79910 0.69656 -0.41500
C 0.51169 -0.59275 -0.76884
C -0.77222 -1.09858 -0.51301
O -1.10305 -2.22497 -1.19125
I -2.44282 -3.58805 -0.29248
C -1.56960 -0.38980 0.39917
C -1.25677 0.89952 0.76180
C -0.12197 1.60691 0.21542
O 0.05902 2.83752 0.30524
H 1.26737 -1.20607 -1.24497
H -2.42427 -0.89311 0.84117
H -1.86580 1.43146 1.48177
```

**Total charge**: -1
**SMILES**: N#COc1cc(OI)ccc1[O-]
**Kohn-Sham gap**: 4.9 eV
**E_HOMO**: -0.125 Ha
**Spin multiplicity**: 1

# 5
ORCA calculation (wB97M-V/def2-TZVPD) on a cluster of 15 separate species, C7H40O14 in total at a distorted geometry.

The geometry in XYZ format:
```
61
Properties=species:S:1:pos:R:3
C 0.37394 -3.20155 -0.02704
C -0.79287 -2.66045 0.88161
C -0.99052 -1.26051 0.51320
C -0.84817 -0.73299 -0.67234
C -0.58374 0.77177 -0.92963
C 0.49699 1.41960 -0.42804
C 0.91493 2.81774 -0.61505
H 0.22545 -3.21568 -1.05596
H 1.18308 -2.44802 -0.17900
H 0.69122 -4.16039 0.42382
H -0.57440 -2.82375 1.90433
H -1.69924 -3.24767 0.70418
H -0.92451 -0.62741 1.39085
H -0.75050 -1.35014 -1.51398
H -1.47758 1.07147 -1.55183
H 1.27760 0.89250 0.24009
H 1.79274 3.36650 -0.21458
H 0.10567 3.28528 -0.05714
H 0.80661 3.25577 -1.58994
H 1.54514 0.93727 2.28726
H 1.41191 -0.61965 2.51279
O 1.11225 0.26088 2.85318
H 0.03248 1.30085 3.62495
H -0.70388 2.57547 2.86044
O -0.80645 1.88530 3.46874
H 2.74654 1.73699 1.20659
H 3.96152 2.52529 0.42159
O 3.67282 1.63771 0.84462
H -4.17354 -0.28459 2.38277
H -3.42204 -1.12988 1.36344
O -4.25228 -1.15188 1.90944
H 1.48459 2.00892 -4.68898
H 0.32978 2.07047 -3.87036
O 1.22025 2.39734 -3.73673
H 3.71231 -0.41751 0.83873
H 2.56757 -1.49348 0.57907
O 2.96036 -1.04396 1.18415
H -2.59462 -3.19716 -0.93480
H -3.89949 -2.50170 -0.36631
O -3.55798 -3.16549 -1.10675
H -3.22341 -0.71289 -1.82852
H -4.65639 -1.01517 -2.27028
O -3.96544 -0.29055 -2.30178
H -2.17867 2.51587 1.55560
H -2.03178 4.09174 1.52609
O -1.50178 3.27395 1.36193
H -4.04763 1.29844 -3.02449
H -2.78355 1.98088 -3.32904
O -3.75883 2.08258 -3.47428
H 4.95921 -0.98622 -0.78602
H 4.60601 -1.75737 -2.01563
O 4.25395 -1.49730 -1.14306
H 3.83016 -3.47063 0.15606
H 3.84026 -3.37675 1.62502
O 4.18370 -3.84808 0.89901
H -2.46147 1.17160 3.34453
H -2.16681 0.74276 2.03175
O -3.02653 1.04779 2.53041
H 3.50300 0.36802 -1.47330
H 3.73343 1.41947 -2.43386
O 3.96594 0.57408 -2.30541
```

**Total charge**: +1
**Kohn-Sham gap (alpha / beta)**: 9.0 / 4.7 eV
**E_HOMO (alpha / beta)**: -0.495 / -0.495 Ha
**Spin multiplicity**: 2

# 6
ORCA calculation (wB97M-V/def2-TZVPD) on a cluster of 14 separate species, C7H41NO13 in total at a distorted geometry.

The geometry in XYZ format:
```
62
Properties=species:S:1:pos:R:3
C 0.54666 -0.87793 0.21534
C 1.21383 -0.27487 1.45863
C 2.69012 0.00687 1.26277
C 3.60028 -0.94145 1.12356
C 0.29211 0.10665 -0.91313
N -0.83919 1.00143 -0.62268
C -1.25772 1.73690 -1.81323
C -2.36787 2.71584 -1.47294
H -0.40296 -1.34699 0.47177
H 1.17188 -1.68696 -0.16071
H 0.71362 0.64995 1.75432
H 1.12263 -0.98736 2.28000
H 2.98948 1.04491 1.32779
H 4.65695 -0.73862 0.96524
H 3.35639 -1.99817 1.09439
H 0.07194 -0.44879 -1.82587
H 1.20712 0.66854 -1.11257
H -0.58497 1.65591 0.09508
H -0.43016 2.26582 -2.30129
H -1.62679 1.01089 -2.53772
H -3.18220 2.19341 -0.97093
H -2.02490 3.52405 -0.82296
H -2.79273 3.16607 -2.37088
H -2.41360 -2.28687 3.18507
H -1.08817 -2.43524 2.38926
O -1.78255 -1.75989 2.67689
H 2.31135 3.56219 3.40469
H 0.99941 3.73334 2.55587
O 1.92329 4.07967 2.68203
H -1.81388 0.44384 3.17800
H -2.70858 0.96764 2.06891
O -2.22048 1.27508 2.86637
H -4.69806 -1.39026 -1.67060
H -3.81381 -1.35946 -0.45382
O -4.24646 -2.00367 -1.08135
H 2.06828 -1.62085 -2.60150
H 2.02693 -3.06747 -3.20247
O 1.93446 -2.57200 -2.38182
H 2.26015 3.82430 0.82648
H 1.15250 3.03579 0.12014
O 2.01548 3.42144 -0.02877
H 2.02972 0.53543 -3.90491
H 2.93642 0.66377 -2.63466
O 2.50608 0.00863 -3.24996
H -2.22133 0.12008 0.12681
H -2.55341 -0.94107 1.24303
O -2.98705 -0.27056 0.66632
H -2.84978 -4.53046 -2.13273
H -3.05933 -3.03714 -1.75929
O -2.41539 -3.65517 -2.16883
H -1.17910 3.91229 1.96190
H -1.18560 2.39854 2.36841
O -0.62165 3.12770 1.97544
H -0.91931 -3.74865 -1.32523
H 0.60274 -3.36237 -1.35298
O -0.07220 -3.87711 -0.84526
H 3.12475 2.38106 -0.96297
H 4.21853 1.29755 -0.84388
O 3.71480 1.78667 -1.48547
H -0.04388 -3.78938 0.83448
H 0.94316 -3.62900 2.00618
O 0.00202 -3.68449 1.82626
```

**Kohn-Sham gap**: 10.0 eV
**E_HOMO**: -0.354 Ha
**Spin multiplicity**: 1

Q: What is the formula in the fifth record?
A: C7H40O14